No. 1
{"formula": "C4H34NO14S", "method": "ωB97M-V/def2-TZVPD", "elements": ["O", "C", "N", "C", "C", "S", "C", "H", "H", "H", "H", "H", "H", "H", "H", "H", "H", "O", "H", "H", "O", "H", "H", "O", "H", "H", "O", "H", "H", "O", "H", "H", "O", "H", "H", "O", "H", "H", "O", "H", "H", "O", "H", "H", "O", "H", "H", "O", "H", "H", "O", "H", "H", "O"], "positions_angstrom": [[0.85096, -2.28786, 0.22321], [0.60579, -1.36957, 1.04126], [-0.66938, -0.89190, 1.24394], [-0.79435, 0.43311, 1.89007], [0.52798, 1.20974, 2.29241], [1.34037, 1.90587, 0.81477], [-1.51715, 0.09368, 3.23928], [1.28592, -1.04971, 1.83077], [-1.21782, -1.00784, 0.35064], [-1.52109, 1.07787, 1.47516], [1.10163, 0.60126, 2.96395], [0.26705, 2.01552, 2.92406], [-0.88319, 0.16846, 4.13432], [-2.41701, 0.77301, 3.37317], [-1.89994, -0.90834, 3.19198], [-2.93115, 1.03184, -3.04038], [-3.34343, 0.30358, -1.82116], [-3.67994, 0.56144, -2.67202], [-1.91511, 1.53861, -0.63352], [-2.23494, 2.98365, -0.63167], [-2.68666, 2.19948, -0.69935], [-0.45429, 3.60629, -1.38418], [-1.46328, 3.52842, -2.48222], [-1.15389, 4.16697, -1.79104], [-3.45414, 2.27379, 0.98298], [-4.89370, 1.64051, 0.74928], [-4.30065, 2.22938, 1.23777], [3.86608, 1.74302, 2.00578], [4.74255, 2.66985, 1.32948], [4.79665, 1.87961, 1.76937], [0.96070, 0.84708, -1.41706], [1.83662, 1.78802, -1.96038], [0.98361, 1.53618, -2.13220], [2.14434, -3.67227, -0.12599], [1.73279, -4.89826, 0.49800], [2.31703, -4.53363, -0.07079], [2.69234, -1.94377, 1.15212], [4.02067, -2.47971, 1.18886], [3.28481, -2.17182, 1.84203], [2.73218, -0.53751, -3.48075], [1.50174, 0.47816, -3.57375], [1.91932, -0.36459, -3.91462], [-2.04700, -2.94658, 1.60743], [-2.59496, -2.82909, 0.17679], [-2.76467, -3.15639, 1.05803], [-1.03868, -1.77854, -1.67625], [-0.83532, -2.96951, -0.68798], [-1.53618, -2.47711, -1.27536], [0.48399, -0.49347, -2.43036], [-0.24350, -0.71441, -3.68395], [-0.51378, -0.40972, -2.81772], [2.55443, -0.40675, -0.65122], [3.45221, 0.77394, -0.36680], [3.00346, 0.24002, -1.16620]], "mulliken_charge": [-0.801, -0.412, 0.440, 1.504, -1.592, -0.536, -1.385, 0.457, 0.082, -0.666, 0.609, 0.586, 0.316, 0.317, 0.308, 0.302, 0.278, -0.628, 0.197, 0.432, -0.634, 0.340, 0.336, -0.756, 0.327, 0.302, -0.620, 0.291, 0.300, -0.638, -0.027, 0.414, -0.546, 0.401, 0.266, -0.585, 0.222, 0.349, -0.612, 0.282, 0.487, -0.694, 0.312, 0.418, -0.685, 0.289, 0.415, -0.813, 0.313, 0.297, -0.587, 0.345, 0.334, -0.651], "total_energy_ha": -1679.08171, "charge": -1}

---

No. 2
{"formula": "C4H8N2", "method": "ωB97M-V/def2-TZVPD", "elements": ["C", "N", "C", "C", "C", "N", "H", "H", "H", "H", "H", "H", "H", "H"], "positions_angstrom": [[-1.04738, 0.31420, 1.25947], [-0.51067, 1.56353, 0.71564], [-0.88868, 0.99410, -0.51859], [-1.10525, -0.26033, -0.15311], [1.71608, -0.93051, -1.14298], [1.65026, -0.47402, 0.04936], [-1.99914, 0.44634, 1.77750], [-0.42678, -0.34830, 1.82768], [0.50628, 1.52623, 0.79166], [-1.31059, 1.37768, -1.41253], [-1.84406, -0.92673, -0.53026], [1.55981, -0.20936, -1.94498], [1.82608, -1.98354, -1.43767], [1.87667, -1.19874, 0.73180]], "mulliken_charge": [-0.382, -0.525, -0.200, -0.418, -0.308, -0.406, 0.291, 0.218, 0.350, 0.349, 0.322, 0.282, 0.241, 0.186], "total_energy_ha": -266.57239, "charge": 0}

---

No. 3
{"formula": "C21H51BO9S", "method": "ωB97M-V/def2-TZVPD", "elements": ["C", "O", "C", "C", "O", "C", "C", "O", "C", "H", "H", "H", "H", "H", "H", "H", "H", "H", "H", "H", "H", "H", "H", "C", "O", "C", "C", "O", "C", "C", "O", "C", "H", "H", "H", "H", "H", "H", "H", "H", "H", "H", "H", "H", "H", "H", "C", "O", "C", "C", "O", "C", "C", "O", "C", "H", "H", "H", "H", "H", "H", "H", "H", "H", "H", "H", "H", "H", "H", "B", "C", "C", "C", "S", "H", "H", "H", "H", "H", "H", "H", "H", "H"], "positions_angstrom": [[2.49098, 3.53020, 2.28670], [2.65632, 4.61941, 1.38794], [2.84629, 4.19788, 0.03712], [2.18577, 5.18170, -0.93338], [0.75481, 5.09009, -0.97424], [0.05334, 5.56316, 0.18643], [0.10720, 7.08256, 0.36900], [1.39740, 7.48495, 0.83791], [1.79489, 8.75576, 0.34745], [3.43618, 2.99813, 2.40874], [2.17544, 3.93329, 3.25197], [1.71108, 2.84951, 1.93213], [2.43212, 3.19332, -0.12686], [3.92491, 4.16814, -0.14592], [2.52000, 4.92317, -1.94451], [2.50908, 6.20503, -0.75892], [0.37769, 5.03263, 1.08038], [-0.99316, 5.27955, 0.02292], [-0.62321, 7.38927, 1.12518], [-0.13716, 7.57363, -0.58072], [1.70189, 8.79936, -0.74529], [2.84649, 8.90415, 0.60230], [1.19893, 9.54362, 0.81201], [2.91236, -5.69264, -2.00532], [1.67664, -5.13677, -2.43601], [0.64286, -5.26366, -1.45945], [-0.28191, -4.04304, -1.49052], [0.29081, -2.86145, -0.91300], [1.35078, -2.23927, -1.65622], [0.89036, -1.57081, -2.95467], [0.60849, -2.55641, -3.95244], [-0.45138, -2.18229, -4.81860], [2.84331, -6.78153, -1.97517], [3.68324, -5.39867, -2.72165], [3.19371, -5.29919, -1.02381], [1.06240, -5.37528, -0.44995], [0.07196, -6.16455, -1.70500], [-1.15451, -4.27363, -0.86898], [-0.66379, -3.84665, -2.48940], [2.16994, -2.93682, -1.82414], [1.74284, -1.45767, -0.99461], [1.69060, -0.93322, -3.34513], [0.00829, -0.95080, -2.75368], [-1.33869, -1.88565, -4.24476], [-0.71706, -3.05111, -5.42475], [-0.13396, -1.37040, -5.47570], [1.36701, -1.73162, 2.35245], [0.03247, -2.02815, 2.74307], [-0.60724, -2.95584, 1.86634], [-1.54835, -3.87698, 2.64856], [-0.87467, -4.88015, 3.42155], [-0.15678, -4.41813, 4.57662], [-1.05772, -3.92501, 5.71237], [-1.60806, -2.64347, 5.39426], [-2.91384, -2.45481, 5.91660], [1.36607, -1.12871, 1.44258], [1.83812, -1.16669, 3.16035], [1.94075, -2.65117, 2.20223], [0.13095, -3.56521, 1.32661], [-1.18201, -2.37349, 1.13948], [-2.15006, -4.43105, 1.91927], [-2.25174, -3.31669, 3.25970], [0.59245, -3.67825, 4.29904], [0.39487, -5.29373, 4.93907], [-0.46693, -3.80666, 6.62688], [-1.85123, -4.65983, 5.89466], [-3.57148, -3.28701, 5.63450], [-3.32368, -1.53975, 5.48353], [-2.87528, -2.35129, 7.00265], [-4.31974, 1.53829, -4.46826], [-3.46159, 0.44149, -3.53630], [-2.94904, 1.13338, -2.11762], [-1.97281, 2.43557, -2.32521], [-0.36914, 1.77564, -3.12639], [-3.75988, 1.96682, -5.41687], [-5.39384, 1.86358, -4.10610], [-4.22058, -0.43907, -3.26911], [-2.59878, -0.05592, -4.15712], [-3.85341, 1.32501, -1.36257], [-2.28260, 0.30421, -1.57590], [-2.44954, 3.32261, -2.92678], [-1.74500, 2.86990, -1.23847], [0.68778, 2.65519, -2.83108]], "mulliken_charge": [-0.792, -0.290, -0.460, -0.395, -0.367, -0.278, -0.670, -0.267, -0.803, 0.323, 0.253, 0.342, 0.275, 0.410, 0.421, 0.107, 0.135, 0.375, 0.406, 0.371, 0.355, 0.231, 0.327, -0.781, -0.282, -0.673, -0.504, -0.242, -0.694, 0.159, -0.353, -0.602, 0.333, 0.231, 0.338, 0.391, 0.423, 0.431, 0.231, 0.186, 0.388, 0.572, -0.359, 0.142, 0.327, 0.312, -0.564, -0.388, 0.083, -0.380, -0.514, -0.267, -0.558, -0.246, -0.811, 0.086, 0.309, 0.317, -0.037, 0.333, 0.438, 0.092, 0.057, 0.420, 0.408, 0.344, 0.357, 0.228, 0.324, 0.209, -0.347, -0.408, -0.262, -0.152, -0.056, -0.059, 0.219, -0.026, 0.362, 0.019, 0.331, 0.120, 0.035], "total_energy_ha": -1930.62128, "smiles": "COCCOCCOC.COCCOCCOC.COCCOCCOC.BCCCS", "charge": 0}

---

No. 4
{"formula": "C3H5N2", "method": "ωB97M-V/def2-TZVPD", "elements": ["C", "C", "C", "N", "N", "H", "H", "H", "H", "H"], "positions_angstrom": [[-0.99277, -1.17777, -0.07519], [0.45202, -0.97907, -0.06119], [-1.47653, 1.12226, 0.03521], [-1.63430, -0.07502, -0.13625], [0.88674, 0.48356, -0.04960], [0.59965, -1.58852, 0.92679], [1.09455, -1.44429, -0.83276], [-1.94171, 2.12890, 0.30118], [1.57916, 0.70605, 0.77913], [1.43316, 0.82391, -0.88733]], "mulliken_charge": [-0.188, -0.058, 0.211, 0.005, -0.604, 0.306, 0.389, 0.356, 0.299, 0.283], "total_energy_ha": -226.32840, "charge": 1}

---

No. 5
{"formula": "C2H6Se", "method": "ωB97M-V/def2-TZVPD", "elements": ["C", "C", "Se", "H", "H", "H", "H", "H", "H"], "positions_angstrom": [[-0.37159, 0.73647, 0.41641], [-0.14521, -0.61988, -0.08433], [1.10748, -0.93322, -1.49033], [0.36410, 1.48160, 0.00633], [-1.39962, 1.07387, 0.26850], [-0.16829, 0.74204, 1.62985], [-1.53483, -0.75636, -0.76623], [-0.08813, -1.35732, 0.73774], [2.23610, -0.36719, -0.71795]], "mulliken_charge": [-0.621, -0.601, -0.077, 0.247, 0.225, 0.205, 0.213, 0.330, 0.078], "total_energy_ha": -2481.12632, "charge": 0}

---

No. 6
{"formula": "C6H10N2O", "method": "ωB97M-V/def2-TZVPD", "elements": ["C", "N", "C", "C", "C", "C", "C", "N", "H", "H", "H", "H", "H", "H", "H", "H", "O", "H", "H"], "positions_angstrom": [[-0.60778, -2.01164, 0.35963], [-0.87592, -0.97962, -0.61932], [-1.73210, 0.14372, -0.25193], [-1.10161, 1.06515, 0.74246], [-0.69561, 1.14671, -0.70651], [0.19128, -0.04410, -1.07572], [1.51438, -0.13596, -0.40493], [2.53010, -0.74996, -0.21499], [-0.14222, -1.63403, 1.28783], [-1.56101, -2.48924, 0.62378], [0.05568, -2.76887, -0.07826], [-2.80463, 0.11153, -0.44771], [-1.74070, 1.88419, 1.07406], [-0.41371, 0.68647, 1.50298], [-0.82616, 2.03229, -1.32362], [0.35545, -0.14577, -2.15722], [2.56758, 1.41531, 0.78680], [2.01172, 2.04757, 0.28981], [3.27525, 0.42625, 0.61288]], "mulliken_charge": [-0.907, -0.101, -0.374, -0.538, -0.351, 0.295, 0.265, -0.697, 0.315, 0.322, 0.310, 0.382, 0.314, 0.150, 0.343, 0.310, -0.817, 0.309, 0.471], "total_energy_ha": -419.17257, "charge": 0}